(1)
Density functional theory data (ωB97M-V/def2-TZVPD) for C41H32CaClF2IN6OS2 as an isolated structure.

The geometry in XYZ format:
```
87
Properties=species:S:1:pos:R:3:forces:R:3
Ca -0.51711 -0.93152 -0.96690 -0.4 -0.3 0.0
F -3.61348 -2.68083 -5.61875 -0.1 -0.1 0.0
C -2.54854 -1.92798 -5.21605 0.0 0.1 0.0
C -2.26805 -1.78594 -3.87658 0.0 0.1 0.0
C -1.18686 -0.99999 -3.44226 -0.1 -0.2 -0.1
C -0.40286 -0.37123 -4.43824 0.1 0.1 0.0
C -0.69756 -0.60665 -5.78056 0.0 0.0 0.1
F 0.07381 -0.10010 -6.79698 0.1 0.1 -0.1
C -1.76636 -1.36797 -6.20693 0.0 0.0 0.0
C 0.66670 0.57400 -3.97925 0.0 0.0 0.0
C 1.42389 1.39140 -4.82974 0.0 0.0 0.1
C 2.33792 2.28236 -4.29177 0.0 0.0 0.0
C 2.49655 2.36044 -2.91959 0.0 0.0 0.0
C 1.72118 1.51689 -2.13843 0.0 -0.1 0.0
N 0.84014 0.65488 -2.64764 0.0 0.0 0.0
H -2.90047 -2.29806 -3.15631 0.0 0.0 0.0
H -1.96997 -1.51188 -7.25858 0.0 0.0 0.0
H 1.28874 1.34234 -5.89546 0.0 0.0 0.0
H 2.91865 2.91764 -4.95174 0.0 0.0 0.0
H 3.19195 3.04595 -2.45170 0.0 0.0 0.0
H 1.77735 1.51641 -1.05265 0.0 0.0 0.0
Cl -4.85881 -4.69898 3.95013 0.0 0.0 0.0
C -4.03454 -4.14850 2.50131 0.0 0.0 0.0
C -4.49971 -4.53438 1.27899 0.0 0.0 0.0
C -3.87028 -4.09860 0.10178 0.0 0.0 0.1
I -4.57198 -4.74961 -1.75152 0.0 0.0 0.0
C -2.76800 -3.23144 0.09664 0.0 0.0 0.0
O -2.17987 -2.79363 -0.93649 -0.1 0.2 0.0
C -2.27062 -2.87662 1.42548 0.0 0.0 -0.1
N -1.15415 -2.11566 1.42127 0.0 0.2 0.0
C -0.60465 -1.77573 2.56290 0.0 -0.1 0.1
C -1.15260 -2.15891 3.80464 0.1 0.0 0.0
C -2.28728 -2.91938 3.82879 0.0 0.0 0.0
C -2.88555 -3.31994 2.61307 0.0 0.0 0.0
H -5.36425 -5.18200 1.21780 0.0 0.0 0.0
H 0.29233 -1.16919 2.49266 0.0 0.0 0.0
H -0.66448 -1.84078 4.71767 0.0 0.0 0.0
H -2.73153 -3.23044 4.76541 0.0 0.0 0.0
C -0.24042 -4.28096 -4.79563 -0.1 0.0 0.0
N 0.59746 -3.72687 -3.75526 0.1 -0.3 0.0
C 0.50521 -4.02691 -2.45321 -0.1 0.0 -0.1
N -0.56335 -4.77034 -2.08059 0.1 -0.1 -0.1
S 1.66827 -3.51411 -1.34417 -0.1 0.2 0.0
H 0.03868 -3.82216 -5.74147 0.0 0.0 0.0
H -1.29505 -4.04558 -4.62685 0.1 0.0 0.0
H -0.12178 -5.36576 -4.86636 0.0 0.0 0.0
H 1.39140 -3.16686 -4.00068 0.1 0.1 0.0
H -1.42552 -4.62517 -2.59186 0.0 0.0 0.0
H -0.71514 -4.74638 -1.08592 0.0 0.0 0.1
C -2.37264 1.83831 2.32000 0.0 0.1 0.0
N -1.56860 2.53061 1.33817 0.0 0.1 0.0
C -0.46356 3.32597 1.59804 -0.1 0.0 0.0
C 0.07474 3.66033 0.41283 0.0 0.1 -0.1
N -0.72194 3.07839 -0.55685 0.0 0.0 0.0
C -1.71473 2.35403 0.00692 -0.1 0.1 0.0
S -2.92470 1.47798 -0.79777 0.3 -0.2 0.1
H -2.06154 2.16294 3.31131 0.0 0.0 0.0
H -2.22183 0.76263 2.22202 0.0 0.0 0.0
H -3.42658 2.05941 2.15970 0.0 0.0 0.0
H -0.12082 3.51939 2.60030 0.0 0.0 0.0
H 0.97238 4.20801 0.18492 0.0 0.0 0.0
H -0.50834 2.99417 -1.53516 0.0 0.0 0.0
C 0.78558 0.33012 0.65369 0.3 0.2 0.4
C 1.41339 0.98947 1.49206 0.0 0.0 -0.2
C 2.07931 1.83629 2.43535 0.2 0.0 0.2
C 1.71442 1.72626 3.82270 0.0 0.1 0.0
C 0.47246 1.15020 4.19955 0.0 -0.1 0.0
C 0.09280 0.99878 5.52145 0.0 0.0 0.0
C 0.92220 1.40880 6.56259 0.0 0.0 0.0
C 2.15508 1.96908 6.22498 0.0 0.0 0.0
C 2.54455 2.12112 4.90766 -0.1 0.1 -0.1
C 2.99542 2.82448 1.92829 0.1 -0.1 0.0
C 3.24802 4.07943 2.54998 0.0 -0.2 0.0
C 4.06060 5.03858 1.97375 0.0 0.0 0.0
C 4.68323 4.82468 0.74437 0.0 0.0 0.0
C 4.46273 3.59983 0.11680 0.0 0.0 0.0
C 3.65116 2.63367 0.68271 0.0 0.0 0.0
H -0.18813 0.82347 3.40317 0.1 0.0 0.1
H -0.87580 0.55963 5.74563 0.0 0.0 0.0
H 0.62754 1.28400 7.59772 0.0 0.0 0.0
H 2.83629 2.27857 7.01249 0.0 0.0 0.0
H 3.52217 2.53114 4.69254 0.0 0.0 0.0
H 2.76219 4.30444 3.48978 0.0 0.0 0.1
H 4.20136 5.98451 2.48923 0.0 0.0 0.0
H 5.31601 5.58110 0.29583 0.0 0.0 0.0
H 4.95140 3.38831 -0.83055 0.0 0.0 0.0
H 3.52475 1.67661 0.19146 0.0 0.0 0.0
```
Positions in Å, forces in eV/Å.

Results
Total charge: -2
E: -4417.10474 Ha
Spin multiplicity: 1
E_HOMO: -0.3336 eV
Max |F|: 0.52 eV/A
Energy above the lowest of the compared OMol25 structures with the same formula, charge and spin: 62.5 kJ/mol
HOMO-LUMO gap: 3.99 eV

---

(2)
Density functional theory data (ωB97M-V/def2-TZVPD) for a 2-piece molecular cluster, C4H14NO overall in a non-equilibrium geometry.

The geometry in XYZ format:
```
20
Properties=species:S:1:pos:R:3:forces:R:3
C -0.30015 -0.59231 1.70872 0.9 -1.4 0.9
C 0.17084 -0.27177 0.32039 -1.5 1.0 -0.6
C 0.14355 -1.50228 -0.56719 -1.5 -1.1 0.2
C 0.68142 -1.30552 -1.94072 3.1 0.9 -0.4
N -0.80593 0.81914 -0.29648 1.5 -0.8 0.9
H 0.41930 -1.29535 2.16399 0.6 0.5 -0.1
H -1.11531 -1.32618 1.72240 -0.7 1.0 -0.2
H -0.36530 0.25726 2.40001 -0.4 -0.3 -0.4
H 1.06278 0.36044 0.29411 0.4 -0.8 0.2
H 0.50760 -2.41585 -0.06249 0.7 0.7 -0.1
H -0.90937 -1.84349 -0.66260 0.1 0.6 0.1
H 0.86520 -2.19586 -2.53749 -0.7 -0.2 0.0
H 0.23491 -0.49941 -2.51717 -0.6 -0.2 -0.1
H 1.73389 -0.91552 -1.83011 -0.7 -0.3 0.0
H -0.94190 1.51362 0.52430 -0.4 -0.5 -1.7
H -0.20740 1.33095 -1.01914 -0.7 0.1 0.2
H -1.61408 0.39995 -0.76485 -0.2 0.3 0.4
H 0.12810 3.60776 0.35975 0.0 -0.2 -0.1
H 0.12023 3.08963 1.81443 0.1 0.0 -0.1
O 0.19163 2.78480 0.89013 0.2 0.6 0.7
```
Positions in Å, forces in eV/Å.

Results
E: -290.65021 Ha
Spin multiplicity: 2
E_HOMO (alpha / beta): -3.0063 / -11.7879 eV
Max |F|: 3.21 eV/A
<S²>: 0.751
Energy above the lowest of the compared OMol25 structures with the same formula, charge and spin: 191.6 kJ/mol
HOMO-LUMO gap (alpha / beta): 3.88 / 12.44 eV

---

(3)
Density functional theory data (ωB97M-V/def2-TZVPD) for the molecule C6H7N in a non-equilibrium geometry.

The geometry in XYZ format:
```
14
Properties=species:S:1:pos:R:3:forces:R:3
C 0.59924 0.29037 -1.15018 2.3 0.0 -1.3
C 0.41490 -0.42422 0.00936 -2.8 -0.6 2.5
C -1.20007 1.40076 -0.28691 2.4 -2.7 1.4
C -0.58154 0.98220 -1.58948 -0.1 1.4 0.0
C -0.54916 0.30260 0.72083 -0.5 1.2 -4.3
C 1.10798 -1.71423 0.40849 1.4 0.1 -0.4
N -1.56220 2.58626 -0.10633 -1.2 0.0 -0.5
H -0.47842 1.88613 -2.16682 0.5 0.2 -0.4
H -1.05284 0.28004 -2.23403 -1.1 -0.9 -0.4
H -0.90927 0.28398 1.68187 -0.2 -0.2 2.5
H 1.20961 -2.33094 -0.50643 0.3 0.5 0.3
H 0.66382 -2.42089 1.13430 -0.3 1.1 -0.1
H 2.13469 -1.42252 0.77800 -0.9 -0.6 -0.5
H -1.82260 2.73979 0.84418 0.2 0.4 1.1
```
Positions in Å, forces in eV/Å.

Results
E: -287.39985 Ha
Spin multiplicity: 1
E_HOMO (alpha / beta): -7.9642 / -8.2584 eV
Max |F|: 4.44 eV/A
Energy above the lowest of the compared OMol25 structures with the same formula, charge and spin: 492.0 kJ/mol
HOMO-LUMO gap (alpha / beta): 7.43 / 7.61 eV

---

(4)
Density functional theory data (ωB97M-V/def2-TZVPD) for a 2-piece molecular cluster, C14H16FN2O2S overall in a non-equilibrium geometry.

The geometry in XYZ format:
```
36
Properties=species:S:1:pos:R:3:forces:R:3
F 0.57912 -0.24787 0.72833 -3.5 -2.7 -0.9
N 1.10315 2.41460 1.92229 -0.1 -3.4 -2.0
C 0.24821 2.97882 2.66255 -1.4 5.5 3.9
C 0.47608 4.30087 3.30230 1.6 -1.0 -1.4
C 1.71953 4.99192 3.07358 -0.7 -1.9 -0.7
C 2.61989 4.28512 2.21328 -1.7 -1.2 0.1
C 2.22627 2.96686 1.65982 3.1 5.2 1.5
H -0.71515 2.58788 2.91821 -0.3 -0.8 -0.3
H -0.27850 4.74651 3.93794 -0.1 -0.2 -0.1
H 1.96078 5.98612 3.52879 -0.3 -1.1 -0.5
H 3.58802 4.71088 1.96793 -0.1 -0.2 -0.1
H 2.99067 2.55659 1.03575 0.0 -0.8 -0.5
C 2.30550 -0.68474 -0.89205 0.7 0.2 0.3
S 1.58365 -2.33248 -0.80775 -0.2 0.8 1.7
C 2.43936 -3.23590 0.54367 0.1 0.2 0.4
C 0.12012 -1.49263 0.11320 -0.9 -3.5 1.7
C -1.03663 -1.71737 -0.88473 -3.6 -0.3 -2.2
C -2.42182 -1.91721 -0.38861 1.6 1.2 -0.1
C -3.56649 -1.69501 -1.18102 0.4 0.2 -0.9
C -3.42841 -1.49114 -2.57526 2.4 -0.5 1.5
N -4.57536 -1.12830 -3.35565 -3.8 0.9 -1.8
O -4.49755 -0.95772 -4.59631 0.7 -0.5 2.9
O -5.66595 -0.99964 -2.73642 2.6 -0.3 -1.1
C -2.15770 -1.66330 -3.17542 -0.9 0.1 1.2
C -1.02014 -1.90059 -2.36770 0.4 1.5 1.1
H 1.81887 -0.28670 -1.78399 0.2 0.2 0.0
H 1.91442 -0.14540 0.03475 1.9 -0.5 -1.9
H 3.38232 -0.74721 -1.01134 0.0 0.1 -0.1
H 2.16863 -4.30474 0.55727 -0.2 0.6 -0.3
H 3.52054 -3.17974 0.39434 -0.2 0.2 -0.2
H 2.18447 -2.77060 1.50681 0.1 -0.1 -0.4
H -0.18986 -2.26037 0.98220 1.2 2.2 -1.5
H -2.58345 -2.17541 0.66706 0.2 0.6 -0.3
H -4.57658 -1.55974 -0.77353 0.6 -0.5 0.1
H -2.11527 -1.50320 -4.25212 0.3 -0.5 0.2
H -0.12076 -2.12912 -2.96819 -0.2 0.5 0.8
```
Positions in Å, forces in eV/Å.

Results
Total charge: +1
E: -1300.60092 Ha
Spin multiplicity: 1
E_HOMO: -11.4581 eV
Max |F|: 6.91 eV/A
Energy above the lowest of the compared OMol25 structures with the same formula, charge and spin: 760.6 kJ/mol
HOMO-LUMO gap: 6.92 eV

---

(5)
Density functional theory data (ωB97M-V/def2-TZVPD) for a 4-piece molecular cluster, C8H13N overall in a non-equilibrium geometry.

The geometry in XYZ format:
```
22
Properties=species:S:1:pos:R:3:forces:R:3
C -1.40363 2.01361 0.26676 -1.8 -1.1 1.5
C -1.23263 0.42618 0.67385 -1.0 4.3 -2.5
C -1.89446 -1.72586 -0.50124 -1.5 0.5 -2.5
C 0.01574 -0.05485 0.05535 2.8 1.5 3.9
C 0.90214 -0.71063 1.10487 1.8 -4.0 0.2
C 2.23230 -0.64623 0.30079 -0.6 -3.5 4.4
C 2.24502 0.18961 -0.65576 2.7 3.9 -3.0
C 0.89791 0.84268 -0.78313 2.4 2.0 -0.5
H 0.07596 2.94905 0.06399 -4.0 -2.1 0.5
H -2.41109 1.51438 -1.20450 2.1 1.9 2.8
H -2.24171 2.55688 1.74667 1.8 -0.9 -3.7
H -1.79652 0.17658 1.66338 1.5 -0.3 -2.2
H -1.66152 -2.31720 0.32291 -0.4 0.6 3.4
H -1.70349 -2.81753 -0.99103 0.0 3.1 -1.5
H -3.04072 -1.29555 -0.71314 3.2 -1.9 1.0
H 0.64782 -1.93040 1.52403 0.4 3.5 -1.7
H 1.12822 -0.20434 2.11414 -1.0 -0.1 -1.7
H 2.91402 -1.31376 0.77177 1.5 0.1 -0.3
H 3.23501 0.72301 -1.16091 -2.7 -2.0 1.0
H 1.13100 1.99306 -0.40254 -1.0 -2.8 -1.0
H 0.60176 0.80164 -1.85424 -0.3 0.7 0.9
N -1.06473 -0.40613 -0.66422 -5.6 -3.4 0.9
```
Positions in Å, forces in eV/Å.

Results
E: -366.78666 Ha
Spin multiplicity: 1
E_HOMO: -8.6591 eV
Max |F|: 6.61 eV/A
Energy above the lowest of the compared OMol25 structures with the same formula, charge and spin: 1550.3 kJ/mol
HOMO-LUMO gap: 7.99 eV

---

(6)
Density functional theory data (ωB97M-V/def2-TZVPD) for C5H7NO as an isolated structure in a non-equilibrium geometry.

The geometry in XYZ format:
```
14
Properties=species:S:1:pos:R:3:forces:R:3
C -3.16057 -0.27766 0.33456 -3.0 -0.3 0.0
C -0.11230 -0.97427 -0.13515 0.3 -0.4 -0.3
C 0.73569 0.13430 0.36237 1.8 0.7 2.2
C -1.18078 0.02658 -0.13410 0.0 0.4 2.1
C 1.85866 0.76197 -0.51033 0.1 0.4 2.9
N -2.38565 0.06721 -0.64649 1.0 1.1 -2.1
O -0.43694 0.95796 0.55829 -1.8 0.5 -1.8
H -2.91777 -0.46166 1.35524 1.7 -0.2 1.3
H 0.24202 -1.17320 -1.08412 0.1 -1.3 -2.3
H -0.23621 -1.85461 0.48114 -0.1 0.0 0.0
H 1.03038 -0.11210 1.37697 1.0 0.3 0.1
H 1.54548 1.13630 -1.44155 -0.5 -0.3 -1.5
H 2.71459 0.09749 -0.47376 -0.1 -0.4 -0.7
H 2.30340 1.67171 -0.04305 -0.7 -0.5 0.2
```
Positions in Å, forces in eV/Å.

Results
E: -324.49874 Ha
Spin multiplicity: 1
E_HOMO (alpha / beta): -6.7410 / -6.7393 eV
Max |F|: 2.99 eV/A
Energy above the lowest of the compared OMol25 structures with the same formula, charge and spin: 592.6 kJ/mol
HOMO-LUMO gap (alpha / beta): 7.15 / 7.15 eV

---

(7)
Density functional theory data (ωB97M-V/def2-TZVPD) for a 3-piece molecular cluster, C22H39B overall in a non-equilibrium geometry.

The geometry in XYZ format:
```
62
Properties=species:S:1:pos:R:3:forces:R:3
C 4.25529 -4.16877 2.16554 -6.0 6.8 -1.4
C 3.40464 -3.02598 2.07063 5.9 -7.2 -0.4
B 2.72666 -1.56392 1.60479 0.4 -2.3 -0.3
C 1.83914 -1.46567 0.21684 -0.7 0.1 -1.0
C 0.27095 -1.91977 0.36944 -4.4 -1.5 -0.2
C -0.60558 -1.96596 1.75499 -1.4 -0.8 -2.7
C -2.21246 -2.42289 1.80140 2.3 -0.1 -4.4
C -2.93112 -2.86894 0.38523 2.6 1.0 -0.1
C -4.52713 -3.31163 0.33182 1.4 -0.1 0.7
C -2.09917 -2.87961 -1.02750 2.8 1.6 3.7
C -0.52953 -2.40460 -1.01401 -1.8 -0.1 2.9
H 4.70308 -5.26032 1.98321 -1.3 3.1 0.7
H 2.94037 -0.59911 2.28136 -0.1 -0.3 -0.1
H 1.87946 -0.34036 -0.17918 -0.3 -2.3 0.9
H 2.28754 -2.11946 -0.67565 -0.9 1.2 2.1
H -0.09713 -1.66983 2.78934 -1.2 -0.7 -2.5
H -2.83151 -2.43373 2.80404 1.5 0.0 -2.3
H -4.78305 -3.72324 1.41792 0.3 0.9 -2.4
H -5.23515 -2.40322 0.04782 1.6 -2.0 0.6
H -4.59271 -4.19855 -0.44147 -0.1 1.9 1.6
H -2.56428 -3.20939 -2.05463 0.9 0.7 2.4
H 0.09311 -2.40477 -2.02390 -1.5 0.0 2.4
C -4.90711 3.35039 3.82385 -0.1 0.2 0.0
C -4.16771 2.56024 2.75492 0.0 -0.2 0.0
C -3.42239 1.34300 3.30864 0.1 -0.1 -0.2
C -2.30966 1.65584 4.31531 -0.1 0.1 0.1
C -1.20958 2.59253 3.80730 0.0 -0.1 0.2
C -0.43371 2.02542 2.62821 0.1 0.2 -0.1
H -4.22046 3.76820 4.56525 -0.1 0.0 0.0
H -5.44948 4.18442 3.36709 0.0 -0.1 0.1
H -5.63442 2.71770 4.34300 0.1 0.1 0.0
H -3.47772 3.22206 2.22069 0.0 -0.1 0.0
H -4.89678 2.21295 2.01270 0.1 0.0 0.0
H -3.00452 0.77620 2.46789 0.0 0.0 0.1
H -4.14583 0.67358 3.79109 0.0 0.1 0.0
H -1.85215 0.70929 4.62890 0.0 0.1 0.0
H -2.74915 2.09092 5.22062 0.0 -0.1 -0.1
H -0.50647 2.77798 4.62843 -0.1 0.0 -0.1
H -1.62955 3.56696 3.53756 0.0 -0.1 0.0
H 0.03110 1.07075 2.89056 -0.1 0.0 -0.1
H 0.36047 2.71911 2.33215 -0.1 -0.1 0.0
H -1.07794 1.86925 1.75877 0.1 -0.1 0.0
C 0.94121 0.09646 -3.22032 -0.1 0.1 0.2
C 1.86834 1.25371 -3.55926 0.0 0.1 -0.2
C 2.52264 1.12184 -4.93704 0.1 0.1 0.0
C 3.43661 -0.09547 -5.11661 -0.1 -0.1 0.1
C 4.59492 -0.19899 -4.12000 0.0 -0.1 -0.2
C 5.57402 0.96142 -4.21297 0.1 0.0 0.2
H 1.48081 -0.85347 -3.17344 0.0 0.0 0.0
H 0.47529 0.26171 -2.24359 0.0 -0.1 -0.1
H 0.14342 0.00537 -3.96464 0.1 0.0 0.1
H 2.63162 1.35285 -2.78012 0.0 0.0 -0.1
H 1.28610 2.18302 -3.53885 0.1 -0.1 0.0
H 3.08992 2.03728 -5.14417 0.0 -0.1 0.0
H 1.73564 1.07793 -5.70055 0.1 0.0 0.1
H 3.84580 -0.07240 -6.13428 0.0 0.0 0.1
H 2.83865 -1.01232 -5.05454 0.0 0.1 0.0
H 5.14013 -1.12977 -4.31852 -0.1 0.1 0.1
H 4.21458 -0.27902 -3.09649 0.0 0.0 0.0
H 5.99951 1.03266 -5.21804 0.0 0.0 0.1
H 6.39758 0.81603 -3.50574 -0.1 0.1 -0.1
H 5.09482 1.91407 -3.97178 0.1 0.0 0.0
```
Positions in Å, forces in eV/Å.

Results
E: -886.04609 Ha
Spin multiplicity: 1
Structure (SMILES): C#CBCc1ccc(C)cc1.CCCCCC.CCCCCC
E_HOMO: -8.2302 eV
Max |F|: 9.28 eV/A
HOMO-LUMO gap: 7.59 eV

---

Question: Which of these has the lowest E?
Answer: C41H32CaClF2IN6OS2

---

Question: Look up the spin multiplicity of the third one.
Answer: 1

---

Question: Number 3 is which compound?
Answer: C6H7N

---

Question: The highest spin multiplicity belongs to which entry?
Answer: C4H14NO